A structure of composition C43H55CsN7O5P2, computed with ωB97M-V/def2-TZVPD.

Geometry as XYZ:
```
113
Properties=species:S:1:pos:R:3:forces:R:3:lowdin_charge:R:1
Cs -0.629 0.373 0.213 0.32 0.37 -0.61 1.112
C 3.201 0.447 -0.694 -0.05 -0.09 0.07 -0.120
O 3.104 0.568 -2.095 -0.02 -0.05 -0.10 -0.201
C 3.573 1.811 -2.573 0.02 0.06 -0.04 -0.192
C 2.613 2.973 -2.388 -0.06 -0.01 0.10 -0.205
O 1.663 2.948 -3.433 -0.07 -0.01 0.00 -0.225
C 0.588 3.838 -3.197 0.03 -0.01 -0.01 -0.101
H 4.231 0.605 -0.350 0.00 0.00 -0.01 0.093
H 2.893 -0.563 -0.424 0.01 0.01 0.02 0.077
H 2.546 1.144 -0.175 -0.07 0.16 0.17 0.050
H 3.748 1.670 -3.641 0.01 0.07 -0.01 0.129
H 4.534 2.047 -2.094 -0.01 0.02 0.02 0.120
H 3.174 3.919 -2.418 0.05 0.00 -0.03 0.128
H 2.102 2.939 -1.416 0.10 -0.08 -0.06 0.089
H 0.933 4.880 -3.206 0.00 0.00 0.01 0.089
H 0.108 3.643 -2.233 0.04 -0.03 0.00 0.068
H -0.131 3.696 -4.001 -0.02 -0.01 -0.03 0.076
N 1.321 -2.019 -2.635 -0.07 -0.02 -0.01 0.115
C 1.492 -2.144 -4.005 -0.02 0.03 0.01 -0.331
C 2.329 -3.141 -4.514 -0.01 0.01 0.00 -0.045
C 2.462 -3.327 -5.876 0.01 -0.02 0.01 -0.106
C 1.763 -2.524 -6.766 -0.01 0.01 -0.01 -0.109
C 0.930 -1.534 -6.267 -0.01 0.00 0.02 -0.090
C 0.776 -1.322 -4.899 0.06 -0.04 -0.01 -0.315
P -0.293 -0.012 -4.192 -0.04 -0.01 0.11 1.124
C -0.703 0.938 -5.703 0.01 0.00 -0.03 -0.377
C -1.891 0.786 -6.414 0.00 0.01 0.01 -0.078
C -2.123 1.531 -7.563 0.01 0.01 0.00 -0.089
C -1.168 2.429 -8.017 -0.02 0.00 -0.02 -0.102
C 0.018 2.588 -7.312 0.02 0.00 0.02 -0.086
C 0.246 1.854 -6.158 0.01 0.01 -0.02 -0.114
C -1.856 -0.911 -3.894 -0.04 -0.05 -0.05 -0.387
C -2.092 -2.222 -4.301 -0.01 0.02 0.00 -0.077
C -3.318 -2.821 -4.050 0.00 -0.02 -0.02 -0.081
C -4.324 -2.113 -3.410 -0.03 -0.02 0.03 -0.082
C -4.099 -0.807 -3.002 0.05 -0.02 0.09 -0.080
C -2.865 -0.219 -3.225 0.01 0.01 -0.03 -0.113
H 2.066 -2.404 -2.078 0.02 0.01 -0.02 0.089
H 1.060 -1.090 -2.331 0.09 0.02 -0.03 0.021
H 2.875 -3.772 -3.821 0.00 0.00 0.00 0.105
H 3.119 -4.106 -6.246 0.00 0.00 0.00 0.096
H 1.862 -2.664 -7.834 0.00 0.00 0.00 0.092
H 0.382 -0.908 -6.960 0.00 0.01 0.00 0.099
H -2.638 0.082 -6.068 0.01 0.00 -0.01 0.102
H -3.051 1.405 -8.106 0.00 0.00 0.00 0.098
H -1.350 3.008 -8.914 0.00 0.00 0.00 0.095
H 0.764 3.294 -7.656 0.00 0.00 0.00 0.100
H 1.162 1.994 -5.595 -0.02 0.01 0.01 0.095
H -1.315 -2.776 -4.812 0.00 0.00 0.01 0.102
H -3.485 -3.847 -4.354 0.00 0.00 0.00 0.098
H -5.275 -2.588 -3.201 0.00 0.00 -0.01 0.101
H -4.859 -0.262 -2.458 -0.02 0.01 0.02 0.110
H -2.687 0.791 -2.872 0.01 -0.01 0.02 0.107
N 0.404 3.352 0.440 0.00 0.08 -0.05 0.042
C 0.020 4.015 1.320 0.08 -0.08 -0.02 -0.421
N -0.382 4.810 2.277 -0.06 -0.06 0.06 0.037
C -0.743 4.228 3.401 -0.13 -0.04 0.02 -0.434
N -1.053 3.769 4.425 -0.04 0.07 -0.04 0.103
O 1.493 0.000 2.092 -0.02 -0.07 0.11 -0.446
P 1.402 0.014 3.574 -0.07 0.04 0.01 0.510
N 2.393 -1.088 4.331 -0.03 0.02 0.14 -0.198
C 2.290 -2.512 3.979 -0.03 -0.01 -0.03 -0.185
C 3.685 -3.081 4.264 0.00 0.00 0.01 -0.169
C 4.293 -2.079 5.245 -0.01 0.01 -0.01 -0.178
C 3.760 -0.751 4.723 0.03 0.03 -0.04 -0.204
N -0.083 -0.425 4.157 0.07 -0.09 0.07 -0.165
C -1.346 0.144 3.636 -0.13 0.12 -0.01 -0.201
C -2.389 -0.213 4.699 0.04 0.03 -0.02 -0.158
C -1.572 -0.259 5.985 -0.01 0.02 -0.01 -0.170
C -0.286 -0.932 5.525 0.01 -0.01 0.01 -0.209
N 1.838 1.484 4.157 0.00 -0.06 -0.10 -0.179
C 2.641 2.441 3.384 0.02 0.00 -0.01 -0.181
C 2.482 3.742 4.165 -0.02 0.02 0.00 -0.164
C 2.341 3.269 5.611 -0.02 -0.01 -0.01 -0.163
C 1.502 1.995 5.490 -0.03 -0.04 0.06 -0.203
H 2.009 -2.638 2.930 -0.01 -0.01 0.01 0.112
H 1.524 -2.998 4.589 0.01 0.00 0.02 0.102
H 4.275 -3.100 3.345 0.01 0.01 0.00 0.109
H 3.646 -4.097 4.655 0.00 -0.01 0.00 0.104
H 5.382 -2.113 5.277 0.00 0.00 0.00 0.106
H 3.912 -2.255 6.254 0.00 0.00 0.00 0.111
H 4.365 -0.412 3.870 -0.01 0.01 0.00 0.117
H 3.766 0.043 5.471 -0.01 -0.01 0.01 0.107
H -1.650 -0.291 2.680 0.18 -0.04 0.16 0.045
H -1.271 1.234 3.535 0.05 -0.06 -0.04 0.097
H -2.811 -1.198 4.483 -0.01 0.00 0.01 0.115
H -3.203 0.508 4.718 0.01 0.01 0.01 0.116
H -2.061 -0.804 6.793 0.00 -0.01 0.00 0.108
H -1.358 0.756 6.327 -0.01 0.00 -0.01 0.107
H -0.409 -2.022 5.511 -0.02 0.00 0.00 0.107
H 0.567 -0.704 6.162 0.00 -0.01 0.00 0.097
H 2.273 2.508 2.361 0.02 0.01 0.00 0.089
H 3.696 2.133 3.355 0.00 0.00 -0.01 0.108
H 1.573 4.253 3.850 0.13 -0.02 0.04 0.074
H 3.324 4.417 4.016 0.01 0.00 0.00 0.109
H 1.862 4.005 6.256 -0.01 0.01 0.00 0.109
H 3.324 3.032 6.028 0.01 0.00 0.00 0.103
H 0.435 2.227 5.551 0.07 0.00 0.00 0.072
H 1.756 1.271 6.272 0.01 -0.02 0.00 0.101
O -3.473 0.069 0.198 -0.03 -0.21 0.05 -0.196
C -3.336 -1.182 0.240 -0.24 -0.04 -0.02 -0.766
O -2.374 -1.851 -0.205 -0.14 0.00 0.08 -0.184
C -4.454 -1.966 0.927 0.03 -0.02 -0.04 -0.134
C -4.478 -3.355 0.855 0.01 0.00 0.01 -0.032
C -5.490 -4.074 1.477 0.00 0.00 0.00 -0.099
C -6.481 -3.407 2.188 0.00 0.00 0.00 -0.116
C -6.459 -2.021 2.266 0.00 -0.01 0.00 -0.099
C -5.452 -1.305 1.632 0.00 0.02 -0.01 -0.034
H -3.687 -3.847 0.305 0.00 0.01 0.00 0.110
H -5.505 -5.155 1.412 0.00 0.00 0.00 0.092
H -7.268 -3.968 2.678 0.00 0.00 0.00 0.090
H -7.229 -1.498 2.821 0.00 0.00 0.00 0.093
H -5.419 -0.223 1.667 0.01 0.00 0.00 0.110
```
Forces are in eV/Å.

Calculated values
- Charge: -1
- HOMO level: -0.210 Ha
- ΔE to the lowest compared entry with this formula, charge and spin: 0.021 eV
- Total energy: -3134.103163 Eh